C66H165N11 | the ωB97M-V functional and the def2-TZVPD basis

Charge: 0
HOMO-LUMO gap: 8.588 eV
LUMO: 0.68 eV
SMILES: CCN(CC)CC.CCN(CC)CC.CCN(CC)CC.CCN(CC)CC.CCN(CC)CC.CCN(CC)CC.CCN(CC)CC.CCN(CC)CC.CCN(CC)CC.CCN(CC)CC.CCN(CC)CC
Multiplicity: 1
E_HOMO: -7.907 eV

CARTESIAN COORDINATES (ANGSTROEM)
C -6.8030 -5.0187 -4.4143
C -6.7833 -3.4561 -4.2443
N -6.2185 -3.2050 -2.9208
C -4.8146 -3.4748 -2.6782
C -3.9269 -2.5385 -3.5885
C -6.7139 -1.9004 -2.3658
C -6.4648 -1.7073 -0.8624
H -6.9933 -5.4926 -3.4513
H -5.8171 -5.3068 -4.7789
H -7.5636 -5.3418 -5.1251
H -6.1938 -3.2384 -5.1348
H -7.7582 -3.0176 -4.4575
H -4.5915 -3.5093 -1.6118
H -4.5682 -4.5265 -2.8242
H -2.8927 -2.7790 -3.3419
H -4.0916 -2.8005 -4.6336
H -4.0662 -1.4785 -3.3764
H -7.7534 -1.7333 -2.6481
H -6.2074 -1.0766 -2.8687
H -7.1382 -0.9907 -0.3922
H -5.4839 -1.2760 -0.6631
H -6.5237 -2.6401 -0.3015
C 3.4384 2.2899 -4.1152
C 3.9428 1.9245 -2.7220
N 5.1831 2.6381 -2.3520
C 5.4980 2.3135 -0.9956
C 6.0277 0.9425 -0.6972
C 5.2953 4.1203 -2.5958
C 6.7922 4.4305 -2.8016
H 4.2729 2.1961 -4.8102
H 3.0498 3.3035 -4.2131
H 2.6225 1.6697 -4.4862
H 3.1583 2.2141 -2.0229
H 4.0245 0.8481 -2.5710
H 6.2700 2.9367 -0.5442
H 4.5895 2.5521 -0.4427
H 6.3439 0.7659 0.3308
H 5.1548 0.2966 -0.7914
H 6.8735 0.6419 -1.3156
H 4.9056 4.8291 -1.8651
H 4.8309 4.4948 -3.5081
H 7.2934 4.1477 -1.8759
H 7.0406 5.4671 -3.0294
H 7.1423 3.7735 -3.5978
C -8.3717 -6.3586 3.6284
C -7.4076 -5.3895 3.0366
N -6.4198 -5.9691 2.1891
C -7.0163 -6.5809 0.9582
C -7.6340 -5.6471 -0.0845
C -5.2915 -5.0593 1.8931
C -4.2229 -5.5097 0.8745
H -7.8903 -7.2992 3.8959
H -9.1993 -6.5826 2.9554
H -8.8685 -5.9805 4.5219
H -8.0845 -4.7379 2.4842
H -6.8713 -4.9206 3.8616
H -6.2904 -7.2586 0.5088
H -7.8862 -7.2167 1.1227
H -7.8543 -6.2655 -0.9547
H -8.5664 -5.1676 0.2135
H -6.9630 -4.8769 -0.4648
H -4.8437 -4.8150 2.8563
H -5.7410 -4.1503 1.4934
H -3.2921 -4.9440 0.9148
H -4.6371 -5.3700 -0.1240
H -3.9216 -6.5433 1.0448
C -1.8222 9.2332 -0.2971
C -2.7950 9.3445 0.8286
N -3.5967 8.1456 0.9370
C -2.9442 6.8856 1.3687
C -3.2839 5.7894 0.2989
C -4.8126 8.4078 1.7009
C -5.9574 8.6095 0.6223
H -1.0045 8.5241 -0.1678
H -1.0609 10.0103 -0.3656
H -2.3008 8.8758 -1.2089
H -2.2016 9.5688 1.7149
H -3.4626 10.1726 0.5906
H -3.2633 6.5441 2.3534
H -1.8883 7.0932 1.5419
H -2.8631 4.7902 0.4119
H -2.9915 6.0697 -0.7131
H -4.3628 5.7453 0.1505
H -5.0775 7.5942 2.3761
H -4.7338 9.2715 2.3612
H -6.3815 7.7097 0.1767
H -6.8500 9.1324 0.9655
H -5.4585 9.2366 -0.1166
C 3.3358 4.9946 1.3330
C 3.7018 6.2585 0.5401
N 2.6204 7.2779 0.3978
C 3.2120 8.5312 0.0308
C 4.3238 8.5015 -1.0134
C 1.6256 6.9066 -0.5958
C 0.6856 5.7813 -0.1256
H 4.2530 4.4081 1.3885
H 2.6995 4.3363 0.7416
H 2.8050 5.1014 2.2790
H 4.4589 6.7456 1.1546
H 4.2108 6.0058 -0.3901
H 2.3621 9.1828 -0.1723
H 3.6551 8.7273 1.0072
H 4.5752 9.5216 -1.3038
H 5.2031 7.9416 -0.6949
H 3.9998 7.9511 -1.8967
H 2.0497 6.7286 -1.5840
H 0.9970 7.7748 -0.7939
H 0.3724 5.8293 0.9173
H 1.1427 4.8124 -0.3265
H -0.1935 5.6530 -0.7572
C 3.4244 -3.4672 1.5281
C 3.3639 -1.9903 1.6152
N 4.2167 -1.4142 2.6719
C 3.6350 -0.1703 3.2177
C 3.3108 0.9083 2.1344
C 5.6493 -1.4152 2.3292
C 6.7151 -1.2048 3.4848
H 3.2349 -3.8780 2.5198
H 4.4473 -3.7786 1.3163
H 2.6905 -3.8523 0.8201
H 3.6651 -1.5591 0.6605
H 2.3215 -1.7048 1.7559
H 2.7766 -0.3836 3.8548
H 4.3986 0.3226 3.8194
H 3.2518 1.8649 2.6535
H 3.9862 1.0218 1.2864
H 2.3198 0.8045 1.6925
H 5.9006 -0.7503 1.5028
H 6.0300 -2.3652 1.9542
H 7.7558 -1.0364 3.2076
H 6.6072 -2.0753 4.1319
H 6.4495 -0.3726 4.1366
C -0.4620 -3.3714 -5.3982
C 0.6014 -3.9677 -4.4483
N -0.0250 -5.0455 -3.6317
C 0.7006 -5.2369 -2.3480
C 0.1347 -6.2634 -1.3359
C -0.3746 -6.2677 -4.3999
C 0.7425 -7.1323 -4.9229
H -0.1844 -2.4342 -5.8808
H -1.4038 -3.2068 -4.8748
H -0.8292 -4.0480 -6.1699
H 1.4664 -4.2798 -5.0333
H 0.8567 -3.1905 -3.7279
H 1.7765 -5.3360 -2.4911
H 0.6663 -4.3135 -1.7698
H 0.2813 -7.2831 -1.6921
H 0.4938 -6.2609 -0.3068
H -0.9349 -6.1076 -1.1952
H -1.0944 -6.0570 -5.1909
H -1.0383 -6.8256 -3.7395
H 0.3618 -8.0964 -5.2602
H 1.4593 -7.3289 -4.1257
H 1.3647 -6.6766 -5.6931
C 0.6938 4.6478 4.8579
C -0.6539 3.7560 5.0331
N -0.5735 2.4946 4.2356
C 0.4687 1.5721 4.6291
C 0.4884 1.0646 6.0844
C -1.8532 1.8246 4.1417
C -2.9497 2.6055 3.3933
H 0.5508 5.6347 5.2979
H 1.0660 4.6215 3.8337
H 1.4512 4.0942 5.4128
H -0.8348 3.5159 6.0808
H -1.4604 4.4159 4.7135
H 1.4174 2.1087 4.6135
H 0.5723 0.8768 3.7960
H 0.4982 1.8779 6.8099
H 1.3262 0.3735 6.1768
H -0.3547 0.4272 6.3510
H -1.6633 0.8436 3.7062
H -2.2870 1.6738 5.1302
H -2.5059 3.1741 2.5760
H -3.7306 2.0118 2.9182
H -3.3873 3.3101 4.1005
C -4.5939 -1.1749 3.5102
C -3.4263 -1.7879 4.3157
N -3.5846 -3.1664 4.6403
C -4.5114 -3.1736 5.7615
C -4.8157 -4.6445 6.2196
C -2.3364 -3.7641 4.9914
C -1.5354 -4.1814 3.7179
H -4.8339 -1.8238 2.6679
H -4.3076 -0.1839 3.1583
H -5.4375 -0.8803 4.1345
H -2.6679 -1.6978 3.5381
H -3.2651 -1.1254 5.1662
H -4.1522 -2.5390 6.5716
H -5.4187 -2.7267 5.3550
H -5.8889 -4.7034 6.4010
H -4.5864 -5.3364 5.4091
H -4.2954 -4.9545 7.1258
H -2.4431 -4.6249 5.6515
H -1.5439 -3.1773 5.4559
H -1.0049 -3.4174 3.1495
H -2.0637 -4.7808 2.9765
H -0.7810 -4.8782 4.0832
C 5.4035 -2.0716 -3.1721
C 6.6433 -2.4484 -3.9310
N 7.7950 -1.5076 -3.7200
C 7.5961 -0.0800 -4.1429
C 8.8301 0.8318 -3.8446
C 8.9414 -2.1818 -4.3022
C 8.8418 -2.2729 -5.8542
H 5.5059 -2.0505 -2.0871
H 4.5144 -2.6017 -3.5135
H 5.1704 -1.0274 -3.3806
H 6.8441 -3.4934 -3.6949
H 6.4738 -2.4058 -5.0069
H 7.1550 0.0252 -5.1341
H 6.8063 0.4230 -3.5849
H 9.3002 0.7235 -2.8671
H 9.5368 0.6739 -4.6593
H 8.5479 1.8708 -4.0147
H 9.1610 -3.1864 -3.9407
H 9.7371 -1.5493 -3.9088
H 9.7593 -2.6069 -6.3388
H 8.4925 -1.3047 -6.2129
H 8.0517 -2.9629 -6.1504
C 1.3456 -0.3580 -2.9316
C 1.1956 -0.8596 -1.4640
N -0.0243 -0.2239 -0.8556
C -0.5616 -1.0546 0.2376
C -0.8997 -2.4811 -0.1484
C 0.2623 1.1959 -0.6126
C -0.9372 1.9957 -0.0460
H 1.0030 0.6738 -3.0097
H 0.6142 -0.9223 -3.5101
H 2.4038 -0.4690 -3.1682
H 1.1337 -1.9441 -1.5543
H 2.0856 -0.5929 -0.8941
H 0.1736 -1.0660 1.0422
H -1.4194 -0.4985 0.6156
H 0.0793 -2.9484 -0.0418
H -1.5983 -2.8946 0.5790
H -1.3974 -2.4275 -1.1166
H 0.5984 1.8326 -1.4310
H 0.9959 1.2995 0.1870
H -0.7335 3.0661 -0.0774
H -1.1885 1.7287 0.9805
H -1.8247 1.8247 -0.6553

Results of the Mulliken charge analysis, in e, for atoms 1 through 2:
1. C -0.96
2. C -0.55